Molecular formula: C3H4O
Method: DFT, ωB97M-V/def2-TZVPD

```
! wB97M-V def2-TZVPD RIJCOSX def2/J DEFGRID3
* xyz 0 1
O -1.57 1.11 0.02
C -0.94 -0.11 0.17
C 0.37 -0.18 0.30
C 1.62 -0.42 0.04
H -1.00 1.69 -0.49
H -1.52 -0.78 0.79
H 0.46 -1.04 -1.35
H 2.58 -0.26 0.52
*
```

Computed properties:
largest force on an atom = 3.07 eV/A
energy above the lowest of the compared OMol25 structures with the same formula, charge and spin = 6.154 eV
gap between HOMO and LUMO (spin up / spin down) = 6.820 / 8.171 eV